C4H12N2O2 | the ωB97M-V functional and the def2-TZVPD basis

Properties
HOMO energy = -9.1 eV
Structure (SMILES) = C[C@H](N)CC(N)=O.O
Orbital gap = 9.797 eV
Relative energy (zero: lowest compared OMol25 entry of this formula, charge and spin) = 61.0 kcal/mol

Geometry as XYZ:
```
20
Properties=species:S:1:pos:R:3:forces:R:3:lowdin_charge:R:1
C 0.77440 0.82141 0.74317 0.04 -2.86 0.27 -0.063
C 0.89761 0.61256 -0.77344 -1.35 2.69 -0.32 -0.373
N 1.34374 1.92461 -1.39195 1.01 -3.82 -3.75 -0.003
C -0.58681 0.38660 -1.34895 -0.06 -0.51 0.02 -0.070
C -1.06821 -0.76268 -0.40107 -1.59 2.48 0.03 -0.507
N -0.73373 -2.04006 -0.74256 -0.82 2.85 0.28 0.206
O -1.72393 -0.49120 0.62835 0.63 -1.18 -2.00 -0.020
H 0.43053 1.77396 0.93423 -0.86 2.05 0.49 0.063
H 1.64457 0.63299 1.28000 2.66 0.60 0.25 0.054
H 0.23752 0.09648 1.40912 -0.56 0.59 -1.48 0.081
H 1.60486 -0.16295 -1.09857 -0.39 0.01 0.36 0.126
H 1.61799 2.75727 -0.95752 0.60 0.62 1.32 0.033
H 1.97723 1.63507 -2.22864 -1.45 1.46 2.15 0.109
H -1.17626 1.42983 -1.40781 1.23 -2.68 0.89 0.162
H -0.66558 -0.04261 -2.38817 0.66 0.59 0.81 0.107
H -1.19282 -2.60416 -0.12179 -0.70 -2.53 1.63 0.080
H -0.01150 -2.33698 -1.32446 0.96 -0.29 -1.00 0.092
O -1.29540 -1.45752 3.22613 -1.08 -1.31 0.48 -0.058
H -1.54528 -1.11290 2.36571 0.34 0.51 -0.37 -0.025
H -0.52893 -1.05971 3.59823 0.75 0.74 -0.07 0.006
```
Forces are in eV/Å.

C4H12N2O2 | the ωB97M-V functional and the def2-TZVPD basis

Properties
HOMO energy = -8.8 eV
Structure (SMILES) = OCNCCNCO
Orbital gap = 9.562 eV
Relative energy (zero: lowest compared OMol25 entry of this formula, charge and spin) = 95.0 kcal/mol

Geometry as XYZ:
```
20
Properties=species:S:1:pos:R:3:forces:R:3:lowdin_charge:R:1
O 2.81464 0.72766 -0.60048 0.38 0.80 0.48 -0.116
C 2.36307 -0.45427 -1.28565 -2.53 1.35 0.69 -0.264
N 1.17066 -1.14289 -0.67850 -1.30 1.67 1.28 -0.063
C -0.17320 -0.84948 -1.36266 2.89 4.28 1.98 -0.181
C -0.96802 0.25392 -0.52799 -0.28 -2.74 -0.96 -0.192
N -1.50109 -0.49184 0.62744 -0.04 -0.45 -0.57 -0.080
C -1.46119 0.22151 1.84405 0.21 -0.94 1.75 -0.387
O -2.17267 1.39286 1.87143 -2.21 3.09 -1.35 -0.077
H 2.28188 1.20083 0.07618 -0.09 -1.17 -1.02 0.084
H 2.09143 -0.08828 -2.36849 0.69 -1.32 1.85 0.141
H 3.19290 -1.12380 -1.15437 0.39 -0.30 -0.71 0.094
H 0.98512 -0.90286 0.42303 1.08 -0.82 -3.53 0.158
H -0.03903 -0.52276 -2.37012 0.46 0.24 -0.75 0.089
H -0.65843 -1.71479 -1.36578 -2.44 -3.55 0.02 0.045
H -0.20390 0.96840 -0.21576 -0.65 0.47 -0.14 0.108
H -1.88622 0.58517 -1.07275 1.25 0.70 -0.12 0.119
H -2.42638 -0.89505 0.31919 1.35 0.66 1.26 0.150
H -0.45217 0.51712 2.23962 -0.07 -0.75 -1.12 0.126
H -1.86814 -0.38082 2.69146 0.09 0.02 -0.76 0.127
H -2.40376 1.80568 0.98099 0.82 -1.24 1.73 0.119
```
Forces are in eV/Å.

C4H12N2O2 | the ωB97M-V functional and the def2-TZVPD basis

Properties
HOMO energy = -9.0 eV
Structure (SMILES) = C[C@@H](C=O)NCN.O
Orbital gap = 9.721 eV
Relative energy (zero: lowest compared OMol25 entry of this formula, charge and spin) = 63.4 kcal/mol

Geometry as XYZ:
```
20
Properties=species:S:1:pos:R:3:forces:R:3:lowdin_charge:R:1
C 0.88045 0.26793 1.69415 -1.90 -0.12 0.49 -0.043
C -0.58159 0.20179 1.17756 -0.08 1.14 -2.06 -0.324
C -1.02342 1.61297 0.62287 0.82 -1.06 1.29 -0.212
O -0.23489 2.34819 0.09594 -0.34 0.28 -0.59 0.053
N -0.73481 -0.71625 -0.00399 -0.31 1.02 1.56 -0.022
C -0.08571 -2.01074 0.23558 0.65 -0.02 -0.03 -0.312
N 1.10539 -2.30225 -0.53616 -0.85 -1.04 -0.82 0.023
H 1.03730 -0.50015 2.43634 0.02 -0.01 0.52 0.068
H 1.57757 0.03352 0.91308 0.34 0.60 -0.50 0.068
H 0.93352 1.25853 2.12838 0.94 0.06 0.14 0.078
H -1.35842 0.11421 1.93612 0.26 -1.08 0.36 0.123
H -2.05991 1.91420 0.91367 0.22 0.05 -0.55 0.128
H -0.28333 -0.20686 -0.75661 0.16 -0.64 -0.17 0.052
H -0.85305 -2.77844 0.14798 0.28 -0.31 -0.73 0.109
H 0.21256 -2.13016 1.26393 0.00 0.44 0.62 0.093
H 0.90112 -2.44250 -1.51372 0.03 0.02 -0.07 0.065
H 1.96288 -1.78275 -0.46559 -0.29 0.47 0.56 0.060
O 0.30173 0.72684 -2.72275 -1.14 0.21 0.39 -0.070
H -0.66549 0.72671 -2.87799 0.72 -0.19 -0.26 0.058
H 0.33040 1.27657 -1.92492 0.47 0.19 -0.14 0.006
```
Forces are in eV/Å.

C4H12N2O2 | the ωB97M-V functional and the def2-TZVPD basis

Properties
HOMO energy = -8.7 eV
Structure (SMILES) = OCNCCNCO
Orbital gap = 9.436 eV
Relative energy (zero: lowest compared OMol25 entry of this formula, charge and spin) = 56.9 kcal/mol

Geometry as XYZ:
```
20
Properties=species:S:1:pos:R:3:forces:R:3:lowdin_charge:R:1
O -2.75368 0.46309 0.47736 -0.97 -0.02 0.01 -0.062
C -2.02018 1.43687 1.19104 1.79 -0.78 -0.27 -0.281
N -0.69033 0.91566 1.55986 -1.25 0.74 0.12 -0.068
C 0.52550 1.29161 0.82446 -1.48 -1.37 0.89 -0.212
C 0.71295 0.49679 -0.46786 1.03 1.13 0.19 -0.241
N 1.00081 -0.87994 -0.13500 -0.28 -1.11 -0.22 -0.053
C 1.00616 -1.87539 -1.18352 0.02 0.56 -0.56 -0.283
O 2.17596 -1.79167 -2.00395 0.07 -0.25 0.18 -0.064
H -2.34367 0.18361 -0.34287 0.36 0.26 -0.04 0.067
H -1.90304 2.38339 0.64645 -0.09 -0.08 0.08 0.119
H -2.57797 1.57305 2.10508 -0.33 0.24 0.10 0.107
H -0.84666 -0.07727 1.70437 0.70 0.06 -0.05 0.103
H 0.47198 2.36690 0.67347 0.35 0.04 -0.09 0.112
H 1.29374 0.99726 1.54530 0.54 0.55 -0.41 0.110
H -0.18791 0.62221 -1.06601 -0.03 -0.39 -0.20 0.112
H 1.54076 1.02206 -0.99025 -0.18 -0.32 -0.27 0.113
H 1.90480 -0.98434 0.31768 -0.19 0.36 0.27 0.122
H 0.14371 -1.75374 -1.85295 -0.17 0.03 0.44 0.119
H 1.01078 -2.88590 -0.77354 -0.02 0.16 0.10 0.119
H 2.30358 -0.85686 -2.17068 0.15 0.20 -0.27 0.061
```
Forces are in eV/Å.

C4H12N2O2 | the ωB97M-V functional and the def2-TZVPD basis

Properties
HOMO energy = -8.3 eV
Structure (SMILES) = CN[C@@H](C)O.CN=O
Orbital gap = 7.562 eV
Relative energy (zero: lowest compared OMol25 entry of this formula, charge and spin) = 105.2 kcal/mol

Geometry as XYZ:
```
20
Properties=species:S:1:pos:R:3:forces:R:3:lowdin_charge:R:1
C 1.57408 -1.26888 0.25312 -0.05 -0.28 0.10 -0.146
N 1.53163 -0.18449 -0.69188 -0.32 0.11 -0.73 -0.075
C 1.32758 1.17342 -0.17570 0.01 0.17 -0.79 -0.491
C 0.14836 1.83993 -0.89543 0.45 -0.08 -0.12 -0.045
O 1.19005 1.23490 1.20572 -0.15 -0.10 0.67 -0.033
H 0.57561 -1.52238 0.65600 0.55 -0.10 0.06 0.043
H 1.96827 -2.14988 -0.25813 0.05 -0.03 0.15 0.076
H 2.23242 -1.00077 1.07893 -0.03 -0.18 -0.03 0.085
H 0.86488 -0.38896 -1.43868 0.26 0.14 0.43 0.097
H 2.24670 1.74070 -0.38328 -0.22 0.04 0.11 0.136
H -0.74755 1.21914 -0.81286 0.14 0.14 -0.07 0.046
H 0.39654 1.99256 -1.95029 -0.12 -0.05 0.05 0.079
H -0.03866 2.80655 -0.44302 -0.05 0.21 0.03 0.077
H 0.35759 0.81671 1.47309 0.09 0.07 0.01 0.046
C -2.51464 -1.26591 0.12239 -0.90 -0.11 0.28 -0.070
N -1.34856 -0.55919 0.59141 0.24 0.93 1.82 -0.114
O -1.37896 -0.16869 1.75555 -0.38 -0.82 -1.98 0.011
H -3.26514 -1.42489 0.90490 0.15 0.08 -0.07 0.088
H -2.94012 -0.67386 -0.70152 0.20 -0.13 0.16 0.098
H -2.18000 -2.21610 -0.29038 0.11 -0.01 -0.09 0.091
```
Forces are in eV/Å.

C4H12N2O2 | the ωB97M-V functional and the def2-TZVPD basis

Properties
HOMO energy = -8.5 eV
Structure (SMILES) = NCC=O.CNCO
Orbital gap = 9.155 eV
Relative energy (zero: lowest compared OMol25 entry of this formula, charge and spin) = 63.5 kcal/mol

Geometry as XYZ:
```
20
Properties=species:S:1:pos:R:3:forces:R:3:lowdin_charge:R:1
N 1.02392 -0.24778 -0.84670 0.23 -0.58 0.76 0.024
C 1.90422 0.88746 -0.68300 -0.14 -0.11 -0.45 -0.191
C 3.36433 0.60496 -0.91650 0.14 -0.73 0.14 -0.247
O 3.76939 -0.51826 -1.07194 0.10 0.13 -0.17 0.054
H 0.92522 -0.65674 -1.76244 0.55 0.07 -0.22 0.124
H 1.16756 -0.97080 -0.15682 0.34 -0.19 -0.17 0.109
H 1.86097 1.22113 0.35673 -0.27 0.24 -0.02 0.134
H 1.52364 1.67919 -1.33195 0.23 0.24 0.19 0.132
H 4.07828 1.43955 -0.83384 -0.09 0.26 -0.10 0.121
C -1.75409 -1.47805 1.29586 0.30 0.16 -0.51 -0.141
N -2.61414 -0.35907 0.92073 -0.39 -0.61 -0.03 -0.119
C -1.92334 0.81411 0.43825 -0.33 0.17 0.51 -0.383
O -1.28764 0.71497 -0.79529 1.24 -0.90 0.35 -0.147
H -1.64874 -2.23945 0.50690 -0.09 0.11 0.08 0.075
H -2.09613 -1.98134 2.20046 0.02 0.08 0.05 0.067
H -0.74758 -1.07719 1.44829 0.00 -0.16 0.34 0.058
H -3.30187 -0.69469 0.25734 -0.05 0.30 -0.04 0.098
H -1.26058 1.04400 1.29626 0.28 0.24 -0.47 0.111
H -2.64289 1.63759 0.36796 -0.02 -0.15 0.02 0.109
H -0.34052 0.18040 -0.69030 -2.07 1.42 -0.27 0.013
```
Forces are in eV/Å.